Formula: C3H5N3O
Source: the OMol25 dataset
Level of theory: wB97M-V/def2-TZVPD

Element x y z (Å)
C (-0.08373, 0.14501, 2.05146)
C (0.24404, 0.01058, -0.56832)
C (-0.89049, -0.37168, -2.26360)
H (0.09539, 1.24696, 2.58282)
H (0.42501, -0.64082, 2.85707)
H (-1.03996, -0.29014, 1.89877)
H (1.94987, -0.02801, 1.01249)
H (-1.75735, -0.40631, -3.03108)
N (0.61828, 0.23917, 0.65759)
N (-1.02390, -0.38233, -0.93841)
N (1.12166, 0.31489, -1.53174)
O (0.34118, 0.16270, -2.72707)

Summary:
energy relative to the best compared isomer or geometry (same formula, charge and spin) = 541.0 kJ/mol
net charge = 0
spin multiplicity = 1
Kohn-Sham gap = 0.32430 hartree
HOMO = -8.6 eV